214
Properties=species:S:1:pos:R:3:mulliken_charge:R:1 method="wB97M-V/def2-TZVPD" lumo_ev=-1.72 multiplicity=1 homo_lumo_gap_ha=0.1161 total_energy_ev=-145902.674
C -0.75258 4.85040 0.24091 -0.728
O -0.12690 3.59445 -0.03587 -0.334
C 0.83990 3.13696 0.88452 -0.546
C 1.44453 1.87222 0.18953 -0.591
N 0.29795 1.04600 -0.44132 -0.357
H -0.15007 0.66862 0.38146 0.432
H -0.40357 1.67937 -0.79744 0.497
C 0.61231 -0.10326 -1.47401 -0.633
C -0.64132 -0.74649 -2.00737 -0.478
O -1.76634 0.10289 -2.39620 -0.312
C -2.90699 -0.61897 -2.86998 -0.692
H -1.51728 4.68365 0.99954 0.290
H -1.23205 5.08748 -0.70882 0.253
H 0.03056 5.55558 0.51933 0.288
H 0.27650 2.96268 1.80120 0.382
H 1.60926 3.89533 1.02970 0.418
H 1.83430 1.06853 0.81425 0.442
H 2.11114 2.13185 -0.63286 0.323
H 1.20594 -0.82325 -0.91071 0.336
H 1.23229 0.32689 -2.26059 0.384
H -1.10835 -1.48620 -1.35713 0.466
H -0.31814 -1.22397 -2.93239 0.331
H -3.75040 0.06928 -2.81456 0.238
H -3.11730 -1.50894 -2.27683 0.299
H -2.88226 -0.90487 -3.92153 0.289
C 10.10718 8.70605 2.42878 -0.708
O 9.74033 9.95824 3.14298 -0.372
C 9.09277 9.75345 4.40142 -0.635
C 9.81487 10.29831 5.65898 -0.605
N 11.27802 9.76522 5.57531 -0.166
H 11.17668 8.84790 5.16501 0.376
H 11.82128 10.23182 4.86309 0.384
C 11.98642 9.90219 6.93662 -0.613
C 13.47142 10.25656 6.85992 -0.667
O 13.52756 11.67404 6.83286 -0.317
C 14.81081 12.05049 6.49548 -0.767
H 10.98369 8.19031 2.82101 0.291
H 10.27885 8.97697 1.38704 0.290
H 9.40168 7.87582 2.39578 0.340
H 8.72047 8.74134 4.55998 0.432
H 8.20931 10.39154 4.38037 0.361
H 9.42788 10.12986 6.66395 0.458
H 9.74530 11.38263 5.57236 0.368
H 11.81331 8.96400 7.46381 0.415
H 11.45524 10.70660 7.44543 0.328
H 14.09872 9.76825 6.11416 0.435
H 14.02916 10.01969 7.76596 0.476
H 14.74265 13.02799 6.01805 0.260
H 15.42445 11.40825 5.86376 0.336
H 15.35920 12.24909 7.41631 0.296
C 9.15755 -1.53900 -10.00249 -1.296
C 7.71343 -1.07538 -9.76870 -0.246
C 6.64968 -1.73597 -10.70671 -0.439
N 5.65933 -2.77625 -10.02020 -0.264
C 6.46196 -4.04026 -9.47056 -0.720
C 5.63936 -5.32522 -9.25857 -0.923
C 4.69584 -5.75020 -10.37254 -0.476
C 3.85166 -4.58110 -10.75835 -0.652
C 4.59694 -3.21314 -11.06412 -0.721
C 4.85162 -2.31445 -8.72971 -0.952
H 9.91943 -0.82751 -9.68400 0.350
H 9.55427 -1.78166 -10.98830 0.359
H 9.33221 -2.45911 -9.44483 0.299
H 7.70868 0.01455 -9.77970 0.480
H 7.43145 -1.31473 -8.74338 0.127
H 7.14118 -2.35558 -11.45678 0.456
H 5.89904 -0.99975 -10.99416 0.361
H 7.13058 -4.15823 -10.32327 0.503
H 7.12128 -3.77178 -8.64515 0.458
H 6.38659 -6.11719 -9.20824 0.428
H 5.25322 -5.36222 -8.23993 0.423
H 5.23585 -6.23592 -11.18529 0.334
H 4.07780 -6.45980 -9.82245 0.243
H 3.46054 -4.75002 -11.76164 0.368
H 3.03184 -4.46644 -10.04923 0.378
H 5.19355 -3.42624 -11.95111 0.404
H 4.03780 -2.28271 -11.16281 0.507
H 4.14835 -3.10263 -8.46084 0.398
H 4.29055 -1.47576 -9.14190 0.399
H 5.55201 -2.07814 -7.92864 0.412
C -5.72757 -13.37921 -8.45406 -1.146
C -4.95314 -13.68389 -7.07883 -0.281
C -5.08720 -12.49114 -6.09854 -0.866
N -4.39415 -12.58111 -4.69055 0.128
C -4.60764 -11.29243 -3.85625 -0.431
C -3.67248 -10.15177 -4.32340 -0.713
C -2.19983 -10.52075 -4.57765 -0.601
C -2.04462 -11.80738 -5.38291 -0.679
C -2.90428 -12.97988 -4.88800 -0.783
C -4.97153 -13.82070 -3.90188 -1.052
H -6.50785 -14.07539 -8.76162 0.307
H -5.05037 -13.36917 -9.30812 0.329
H -6.18983 -12.40449 -8.29804 0.373
H -3.91109 -13.79214 -7.37969 0.244
H -5.28145 -14.63040 -6.64938 0.326
H -6.17473 -12.42698 -6.06303 0.418
H -4.65422 -11.55870 -6.46074 0.369
H -5.66637 -11.08577 -4.01270 0.323
H -4.42464 -11.65822 -2.84590 0.375
H -4.00261 -9.85075 -5.31763 0.384
H -3.73762 -9.25427 -3.70830 0.396
H -1.70584 -9.71244 -5.11682 0.359
H -1.85501 -10.74407 -3.56803 0.327
H -2.45378 -11.60451 -6.37262 0.322
H -1.03385 -12.21425 -5.35296 0.362
H -2.95003 -13.87338 -5.51062 0.498
H -2.49598 -13.23938 -3.91124 0.481
H -4.46187 -13.87927 -2.94016 0.457
H -4.78825 -14.82638 -4.28018 0.366
H -6.03150 -13.57144 -3.85267 0.407
C -8.22937 -3.60096 2.00213 -1.284
C -9.35727 -2.65359 1.41249 -0.329
C -10.40338 -2.26032 2.58492 -0.748
N -11.63430 -1.32259 2.24989 0.005
C -12.47897 -2.03127 1.16862 -0.672
C -13.73619 -1.18062 0.97455 -0.719
C -14.53770 -0.83243 2.26050 -0.637
C -13.66424 -0.23263 3.34972 -0.789
C -12.40431 -1.07062 3.57723 -0.514
C -11.11250 0.02981 1.67584 -1.073
H -7.96431 -3.19949 2.98022 0.347
H -7.27919 -3.66105 1.47142 0.366
H -8.48871 -4.63885 2.21100 0.343
H -9.88987 -3.27290 0.69077 0.288
H -8.88338 -1.87408 0.81592 0.410
H -10.03027 -1.74511 3.47004 0.547
H -10.88349 -3.15421 2.98311 0.324
H -12.71290 -2.95938 1.69013 0.441
H -11.92596 -2.20413 0.24536 0.433
H -14.30095 -1.94191 0.43642 0.395
H -13.42389 -0.39874 0.28229 0.370
H -15.13790 -1.68747 2.57157 0.326
H -15.27211 -0.06135 2.02771 0.330
H -14.21767 -0.17000 4.28668 0.443
H -13.42122 0.82849 3.29422 0.389
H -12.51385 -2.10731 3.89565 0.433
H -11.70566 -0.48964 4.17927 0.402
H -10.19349 0.36606 2.15589 0.383
H -11.83201 0.83087 1.50642 0.375
H -10.78615 -0.16779 0.65479 0.415
C 0.92233 7.00874 8.78150 -1.408
C -0.59777 6.81094 8.85355 -0.062
C -0.96137 5.44882 9.52867 -0.736
N -2.48574 5.09586 9.44570 0.033
C -2.66570 3.70012 10.06709 -0.713
C -2.53219 3.58739 11.63928 -0.514
C -3.43136 4.61872 12.32099 -0.868
C -3.21098 6.03802 11.82180 -0.659
C -3.33099 6.12440 10.24522 -0.767
C -3.06730 5.05936 7.96796 -1.065
H 1.31388 7.69694 8.03239 0.365
H 1.28383 6.05819 8.38921 0.357
H 1.57064 7.33350 9.59533 0.357
H -0.99380 6.59129 7.86207 0.288
H -1.09636 7.65140 9.33638 0.257
H -0.73196 5.41733 10.59378 0.315
H -0.47215 4.64178 8.98328 0.478
H -2.03828 2.96598 9.56165 0.476
H -3.72291 3.52743 9.86565 0.469
H -1.56043 3.95955 11.96374 0.272
H -2.89829 2.67752 12.11488 0.388
H -3.47286 4.40706 13.38944 0.440
H -4.48689 4.35714 12.24653 0.414
H -2.20211 6.32017 12.12292 0.284
H -3.92116 6.73015 12.27424 0.411
H -3.00213 7.08696 9.85353 0.445
H -4.36657 5.96068 9.94707 0.481
H -4.12446 4.80294 7.89891 0.374
H -2.58541 4.36345 7.28122 0.377
H -3.05709 6.09471 7.62730 0.511
C 3.92314 5.22277 -5.35393 -0.767
C 4.76512 5.38244 -6.62681 0.513
O 5.54735 6.31287 -6.60787 -0.690
O 4.58030 4.63910 -7.61214 -0.751
H 4.50066 5.42853 -4.45269 0.239
H 3.18235 4.43474 -5.21854 0.275
H 3.31280 6.11679 -5.48167 0.181
C 8.98705 -6.12650 -2.54364 -0.714
C 7.51022 -5.58239 -2.47499 0.514
O 6.60248 -6.45397 -2.44192 -0.738
O 7.35161 -4.35094 -2.38622 -0.711
H 9.74118 -5.34281 -2.47152 0.256
H 9.02748 -6.66685 -3.48942 0.173
H 9.22296 -6.71803 -1.65903 0.220
C 8.11681 2.83172 6.53410 -0.862
C 9.52381 3.46921 6.43637 0.502
O 9.93508 3.99428 5.33777 -0.764
O 10.15759 3.56383 7.45464 -0.658
H 7.49034 3.11901 7.37856 0.247
H 8.20126 1.74776 6.45666 0.221
H 7.39836 2.90623 5.71778 0.318
C -1.55613 -2.82900 6.53994 -0.724
C -0.99296 -1.95563 5.48054 0.541
O -1.53052 -1.95900 4.33480 -0.744
O -0.12957 -1.07685 5.84463 -0.748
H -2.11604 -3.66672 6.12422 0.262
H -2.18616 -2.37025 7.30198 0.187
H -0.67783 -3.29681 6.98475 0.228
C -2.60544 14.66985 6.40702 0.585
F -2.40433 13.76498 7.33130 -0.232
F -3.79300 15.29074 6.70885 -0.258
F -1.68065 15.58461 6.49408 -0.219
S -2.74387 13.71883 4.63818 1.049
O -2.38709 14.81305 3.69349 -0.645
O -1.69128 12.64616 4.74444 -0.657
O -4.11638 13.22128 4.51282 -0.622
C -6.72691 -6.19687 -10.83318 0.578
F -7.58189 -7.21609 -10.60128 -0.223
F -7.14208 -5.39142 -11.81230 -0.218
F -6.75400 -5.38367 -9.73276 -0.243
S -4.92382 -6.87625 -11.11203 1.071
O -4.17741 -5.70342 -11.66766 -0.666
O -4.43152 -7.25057 -9.80376 -0.646
O -4.96421 -8.08933 -11.95507 -0.655

20
Properties=species:S:1:pos:R:3:mulliken_charge:R:1 method="wB97M-V/def2-TZVPD" lumo_ev=0.18 multiplicity=1 smiles="N#C/C=C/[C@@H](F)Cl.CSC=C(F)F" homo_lumo_gap_ha=0.3262 total_energy_ev=-40369.401
N -4.62360 0.26964 -0.83230 -0.440
C -3.66008 -0.06545 -0.28124 0.114
C -2.47324 -0.47481 0.41189 -0.253
C -1.31347 -0.63617 -0.22226 -0.303
C -0.07008 -1.05116 0.49725 1.551
F -0.31348 -1.23034 1.82437 -0.331
Cl 0.54614 -2.57871 -0.19258 -0.192
H -2.55821 -0.64565 1.48178 0.421
H -1.21808 -0.47049 -1.29111 0.406
H 0.72661 -0.32399 0.38641 -0.979
C 0.21769 3.44458 0.86793 -0.870
S 0.45639 2.28427 -0.49420 0.023
C 1.55677 1.15575 0.29179 -0.411
C 2.03790 0.08850 -0.32452 0.354
F 2.86432 -0.78734 0.22192 -0.214
F 1.75408 -0.24369 -1.57187 -0.200
H -0.23911 2.95578 1.73237 0.284
H -0.46316 4.21814 0.50511 0.360
H 1.15899 3.91805 1.15921 0.295
H 1.85414 1.33537 1.31846 0.386